1.
{
  "formula": "C4H18N8O5",
  "method": "the ωB97M-V functional and the def2-TZVPD basis",
  "de_lowest_kcal_mol": 206.2,
  "orbital_gap_ev": 8.97,
  "lumo_ev": 0.222,
  "e_homo_ev": -8.75,
  "species": ["C", "O", "N", "N", "H", "H", "H", "H", "C", "O", "N", "N", "H", "H", "H", "H", "C", "O", "N", "N", "H", "H", "H", "H", "C", "O", "N", "N", "H", "H", "H", "H", "O", "H", "H"],
  "coordinates": [[-1.14297, 0.64482, -2.74925], [-1.46014, -0.46374, -2.38324], [-1.48595, 1.09384, -3.95531], [-0.44964, 1.47213, -2.03935], [-1.18203, 2.03557, -4.15749], [-1.81647, 0.41982, -4.63100], [-0.08975, 2.17986, -2.66360], [-0.26559, 1.37606, -1.05092], [1.74122, 0.99378, 0.49944], [1.08458, 1.76471, -0.14015], [1.51148, -0.27679, 0.63444], [2.88875, 1.35626, 1.00867], [0.57585, -0.57090, 0.39322], [1.95194, -0.94248, 1.25328], [3.17941, 2.24982, 0.63832], [3.48280, 0.75067, 1.55682], [-1.55120, 1.79739, 0.84662], [-1.94241, 1.43527, -0.25786], [-2.15188, 2.49314, 1.72335], [-0.32753, 1.47471, 1.31096], [-2.99541, 3.03701, 1.61033], [-1.54324, 2.84259, 2.44967], [-0.11895, 1.52801, 2.29775], [0.29554, 1.13489, 0.59235], [0.30730, -3.81777, 0.74084], [-0.44162, -4.32850, -0.05941], [1.03718, -4.49206, 1.53669], [0.41225, -2.50674, 0.98679], [0.90933, -5.49349, 1.50680], [1.74653, -3.97242, 2.03358], [0.06991, -1.76457, 0.39341], [1.22788, -2.46258, 1.58084], [-0.93243, -0.51663, -0.23921], [-1.39229, 0.31602, -0.13215], [-1.13241, -0.78776, -1.13516]],
  "forces_ev_per_a": [[-0.446, -1.037, -0.189], [-1.830, -2.320, -2.624], [-0.422, 0.703, -1.671], [1.784, 2.138, -1.429], [-0.478, -0.433, -0.789], [0.135, 0.501, 0.016], [0.616, 0.445, 1.322], [0.324, 0.238, -1.591], [6.169, -2.106, -0.678], [3.234, 3.127, -4.996], [-0.646, -2.632, 0.459], [2.662, 2.261, 1.247], [-0.465, 0.940, -0.713], [0.575, 1.133, -0.169], [0.570, -0.125, 0.615], [-0.057, 0.365, -0.396], [2.961, -1.275, -0.143], [-3.260, 3.237, 0.697], [-3.722, 4.109, 4.007], [-4.104, -0.757, 3.509], [0.039, -0.490, -0.447], [-0.518, 0.093, -0.081], [-0.155, -0.121, -0.317], [-3.757, -0.034, 1.618], [-3.663, 1.724, -3.035], [-0.867, -0.536, -1.048], [3.254, -3.357, 3.201], [0.951, -0.131, 1.038], [0.618, 0.247, 0.291], [0.034, -1.330, 0.340], [-1.028, -1.030, -0.126], [-0.518, 1.512, -0.171], [3.065, -4.156, 3.720], [-0.781, -0.443, -0.433], [-0.272, -0.462, -1.035]]
}

=====

2.
{
  "formula": "C34H76BN4O14",
  "method": "the ωB97M-V functional and the def2-TZVPD basis",
  "de_lowest_kcal_mol": 0.0,
  "total_charge": 1,
  "orbital_gap_ev": 8.08,
  "lumo_ev": -2.481,
  "e_homo_ev": -10.56,
  "species": ["C", "C", "C", "O", "C", "N", "C", "N", "O", "C", "C", "C", "O", "C", "C", "O", "C", "C", "O", "C", "C", "C", "C", "C", "C", "C", "C", "O", "C", "C", "N", "N", "B", "O", "O", "H", "H", "H", "H", "H", "H", "H", "H", "H", "H", "H", "H", "H", "H", "H", "H", "H", "H", "H", "H", "H", "H", "H", "H", "H", "H", "H", "H", "H", "H", "H", "H", "H", "H", "H", "H", "H", "H", "H", "H", "H", "H", "H", "H", "H", "H", "H", "H", "C", "O", "C", "C", "O", "C", "C", "O", "C", "H", "H", "H", "H", "H", "H", "H", "H", "H", "H", "H", "H", "H", "H", "C", "O", "C", "C", "O", "C", "C", "O", "C", "H", "H", "H", "H", "H", "H", "H", "H", "H", "H", "H", "H", "H", "H"],
  "coordinates": [[5.23717, -1.10844, 4.46474], [4.01543, -0.46061, 5.11518], [2.70235, -1.11528, 4.71459], [2.71786, -1.40712, 3.31534], [1.73793, -2.31298, 2.92478], [1.36229, -2.01872, 1.54498], [0.85014, -0.88474, 1.15351], [0.58134, -0.66745, -0.16884], [0.85600, -1.84739, -0.88034], [-0.34585, -2.30831, -1.52017], [0.03132, -3.42460, -2.48316], [-1.22108, -4.20671, -2.87237], [1.02229, -4.27510, -1.92150], [1.46914, 0.44626, -0.65538], [1.41578, 0.56995, -2.18938], [2.45399, -0.13330, -2.82488], [3.62605, 0.63917, -3.04762], [4.64614, 0.51505, -1.91612], [4.63045, 1.69283, -1.13644], [5.86689, 2.06808, -0.54192], [5.89770, 3.58240, -0.35067], [1.20175, 1.73901, 0.13048], [0.15050, 2.68835, -0.48330], [-1.19390, 2.10251, -0.94845], [-2.36864, 2.26959, 0.04127], [-3.12635, 0.97097, 0.32423], [-4.15411, 0.60676, -0.76257], [-4.56641, 1.75369, -1.46468], [-5.49364, 1.45404, -2.48442], [0.95788, 1.52394, 1.65625], [2.10298, 1.97184, 2.43217], [0.58882, 0.11708, 2.05185], [-0.65209, -0.08994, 2.80190], [-1.37447, -1.22256, 2.54049], [-1.07922, 0.79942, 3.74837], [5.33490, -0.82135, 3.41772], [5.17175, -2.19863, 4.51873], [6.14517, -0.80592, 4.98810], [3.99325, 0.61656, 4.92415], [4.09585, -0.57765, 6.20052], [1.84537, -0.45858, 4.92346], [2.55565, -2.03840, 5.28995], [2.11882, -3.33960, 2.92536], [0.84669, -2.27190, 3.56343], [1.50000, -2.72189, 0.82760], [-1.06353, -2.67126, -0.76975], [-0.79643, -1.47210, -2.05994], [0.51586, -2.99838, -3.36386], [-1.37090, -5.03249, -2.17142], [-2.11299, -3.57589, -2.89044], [-1.10407, -4.64389, -3.86458], [0.61449, -4.79147, -1.21433], [2.48722, 0.12318, -0.41108], [1.44584, 1.63144, -2.45570], [0.47014, 0.17951, -2.56804], [4.05502, 0.31114, -3.99542], [3.36163, 1.69850, -3.14237], [4.36302, -0.35049, -1.30037], [5.64818, 0.31632, -2.31315], [6.69465, 1.73447, -1.17738], [5.96840, 1.56329, 0.42694], [6.87361, 3.98205, -0.63287], [5.15150, 4.05369, -0.99086], [5.71983, 3.86865, 0.68642], [2.15841, 2.26581, 0.08092], [0.62582, 3.19800, -1.32481], [-0.04588, 3.48251, 0.24558], [-1.46650, 2.62458, -1.87088], [-1.11549, 1.04622, -1.22301], [-2.00830, 2.69705, 0.98469], [-3.06173, 3.00384, -0.36929], [-3.60564, 1.02440, 1.30512], [-2.40229, 0.15146, 0.36136], [-5.02460, 0.11312, -0.30861], [-3.71708, -0.11713, -1.47091], [-5.79011, 2.39649, -2.94172], [-5.04104, 0.80772, -3.24927], [-6.37750, 0.94314, -2.08249], [0.10496, 2.14007, 1.93842], [1.81857, 2.51067, 3.24039], [2.64718, 1.18362, 2.76535], [-1.98464, -1.38123, 3.27444], [-0.38565, 1.34621, 4.13040], [1.73422, 7.19152, -6.63711], [0.44691, 7.16017, -6.06514], [-0.58498, 7.50894, -6.97054], [-1.86215, 6.76120, -6.66845], [-1.83071, 5.38587, -7.01242], [-1.11747, 4.50495, -6.16890], [-1.83056, 4.16571, -4.87948], [-1.80683, 5.24798, -3.96781], [-2.96533, 5.33817, -3.17110], [2.06340, 8.21655, -6.84093], [2.41937, 6.74070, -5.92103], [1.77014, 6.61835, -7.57021], [-0.27778, 7.29714, -8.00113], [-0.79340, 8.58446, -6.89054], [-2.63833, 7.18914, -7.30650], [-2.15925, 6.91072, -5.62825], [-0.10631, 4.86558, -5.96583], [-1.03855, 3.57577, -6.73934], [-1.32437, 3.29810, -4.42787], [-2.86367, 3.87600, -5.10469], [-3.87593, 5.33109, -3.77998], [-2.91908, 6.27773, -2.62378], [-3.01983, 4.51090, -2.45086], [-0.76036, -4.77399, 2.41675], [-0.89266, -5.41112, 3.65713], [-1.20066, -4.53162, 4.72262], [-2.10425, -5.17842, 5.74744], [-3.44149, -5.33263, 5.32145], [-3.74311, -6.38092, 4.41241], [-3.74124, -7.76097, 5.02605], [-2.42214, -8.19718, 5.29494], [-2.32036, -9.01838, 6.43842], [0.15796, -4.17024, 2.37329], [-0.70327, -5.54931, 1.65314], [-1.61524, -4.12313, 2.19866], [-1.69099, -3.62702, 4.33859], [-0.26895, -4.23350, 5.22645], [-2.15780, -4.49044, 6.59510], [-1.67233, -6.11693, 6.10030], [-3.09229, -6.35279, 3.53523], [-4.76357, -6.17444, 4.08357], [-4.21762, -8.45020, 4.31587], [-4.33998, -7.75085, 5.94376], [-2.77952, -8.54238, 7.31174], [-1.26094, -9.16987, 6.63527], [-2.79258, -9.99356, 6.27932]],
  "forces_ev_per_a": [[-0.014, 0.020, 0.077], [0.031, -0.108, 0.178], [-0.036, -0.011, 0.065], [0.094, 0.072, -0.028], [-0.031, 0.074, -0.009], [-0.255, -0.224, 0.188], [0.001, 0.125, 0.128], [0.360, -0.197, 0.089], [0.076, 0.227, -0.273], [-0.039, -0.004, 0.021], [0.060, -0.150, 0.014], [0.145, 0.006, -0.332], [-0.070, 0.010, 0.216], [0.168, 0.113, 0.038], [-0.119, 0.016, 0.154], [-0.216, 0.185, -0.132], [0.132, 0.075, 0.078], [-0.022, -0.226, 0.123], [-0.121, 0.199, -0.190], [-0.020, -0.011, 0.228], [0.205, -0.023, 0.018], [-0.246, -0.036, 0.002], [0.037, -0.103, -0.123], [-0.321, 0.238, -0.136], [0.221, 0.060, 0.072], [-0.034, 0.073, -0.129], [0.128, -0.185, -0.002], [-0.055, 0.066, 0.066], [0.018, -0.094, -0.046], [0.227, 0.041, 0.135], [-0.173, -0.114, 0.234], [-0.510, 0.077, -0.757], [0.115, 0.125, 0.365], [0.183, 0.114, 0.426], [0.173, -0.248, -0.047], [-0.024, -0.082, 0.032], [0.025, 0.069, -0.029], [-0.040, 0.011, -0.065], [0.009, -0.079, -0.095], [-0.064, 0.134, -0.050], [0.025, -0.050, 0.048], [0.086, -0.013, -0.130], [-0.027, 0.058, 0.035], [0.088, 0.064, -0.030], [0.008, 0.109, -0.096], [0.141, 0.085, 0.063], [-0.113, -0.113, 0.012], [-0.041, 0.068, 0.088], [-0.135, 0.148, 0.053], [0.024, -0.038, 0.044], [-0.003, -0.024, 0.088], [0.019, -0.078, -0.147], [-0.016, 0.018, -0.090], [0.070, -0.086, -0.006], [0.038, -0.011, 0.032], [-0.069, -0.135, 0.084], [0.087, -0.048, -0.085], [0.162, -0.055, -0.100], [-0.030, 0.165, 0.001], [-0.090, 0.032, -0.032], [0.089, -0.057, -0.078], [-0.051, -0.014, 0.039], [0.009, -0.040, 0.045], [-0.141, 0.002, -0.093], [-0.099, -0.003, 0.068], [-0.025, -0.051, 0.043], [0.063, -0.009, -0.075], [0.041, -0.123, -0.003], [0.160, 0.041, 0.057], [0.020, -0.154, -0.023], [0.000, -0.013, 0.166], [-0.079, 0.053, -0.118], [-0.040, -0.065, 0.205], [0.048, -0.001, -0.026], [-0.007, 0.093, -0.010], [-0.017, -0.059, 0.021], [-0.027, 0.048, 0.042], [0.023, 0.081, -0.018], [0.034, 0.010, -0.086], [0.052, 0.016, -0.007], [0.115, 0.009, -0.132], [-0.184, -0.049, -0.275], [-0.101, 0.134, -0.072], [0.020, 0.103, 0.046], [-0.036, -0.243, -0.044], [0.040, 0.147, 0.019], [-0.067, 0.110, 0.005], [-0.046, -0.027, -0.054], [0.077, -0.096, -0.007], [0.035, -0.079, 0.112], [-0.067, 0.109, -0.137], [0.052, -0.105, 0.147], [-0.007, -0.002, -0.033], [0.006, 0.029, 0.016], [-0.001, 0.001, -0.001], [-0.002, -0.040, 0.006], [0.021, 0.012, -0.079], [-0.023, 0.001, 0.031], [0.107, -0.041, 0.014], [-0.063, 0.075, 0.069], [0.043, 0.005, 0.000], [-0.069, -0.049, -0.011], [-0.006, 0.032, -0.019], [0.013, -0.006, -0.023], [0.043, -0.005, 0.009], [-0.074, -0.003, -0.012], [0.121, -0.026, -0.043], [-0.208, -0.043, -0.013], [0.166, 0.046, 0.028], [0.043, 0.006, 0.121], [-0.041, 0.097, -0.026], [-0.074, -0.050, -0.083], [-0.003, -0.132, -0.062], [0.040, 0.207, 0.119], [0.006, -0.100, -0.064], [-0.157, -0.077, -0.053], [0.024, -0.016, 0.018], [0.012, 0.016, -0.001], [-0.037, -0.022, -0.019], [-0.019, 0.079, -0.006], [0.019, -0.037, 0.031], [-0.005, -0.027, -0.125], [0.068, -0.040, 0.076], [0.012, 0.008, -0.023], [-0.063, -0.017, 0.054], [0.019, 0.035, 0.017], [-0.004, 0.000, -0.002], [0.001, -0.024, -0.019], [-0.023, 0.007, 0.015]]
}

=====

3.
{
  "formula": "C3H3F3O",
  "method": "the ωB97M-V functional and the def2-TZVPD basis",
  "de_lowest_kcal_mol": 80.5,
  "orbital_gap_ev": 10.59,
  "lumo_ev": 0.505,
  "e_homo_ev": -10.08,
  "species": ["C", "C", "C", "O", "F", "F", "F", "H", "H", "H"],
  "coordinates": [[1.71854, 0.17030, -0.30807], [0.57039, 0.24395, 0.33959], [-3.51647, 0.11540, -0.73886], [-3.31480, 1.16553, -0.11646], [2.65238, 1.12585, -0.49743], [0.07066, 1.40855, 0.71033], [-3.14878, -0.95722, 0.04282], [1.92767, -0.82086, -0.74789], [0.03312, -0.64429, 0.54900], [-3.13302, 1.19241, 0.88037]],
  "forces_ev_per_a": [[0.523, -1.450, -0.328], [1.373, 0.836, -0.963], [0.137, -2.730, -0.980], [0.092, 2.762, 2.397], [-1.018, -0.327, -0.027], [-0.617, 0.619, 0.883], [-0.285, 0.682, -0.035], [0.500, 0.745, 0.365], [-0.815, -0.445, 0.070], [0.109, -0.692, -1.381]]
}

=====

4.
{
  "formula": "C5H8O",
  "method": "the ωB97M-V functional and the def2-TZVPD basis",
  "de_lowest_kcal_mol": 135.7,
  "orbital_gap_ev": [8.60, 8.61],
  "lumo_ev": [-0.620, -0.635],
  "e_homo_ev": [-9.22, -9.24],
  "species": ["C", "C", "C", "C", "C", "O", "H", "H", "H", "H", "H", "H", "H", "H"],
  "coordinates": [[2.37543, 0.75243, 1.06313], [-0.12952, -0.12144, -0.01365], [-0.62490, -1.41626, -0.62184], [-1.33710, -0.84035, 0.54898], [-0.33262, 1.13500, -0.76028], [0.44144, 2.06818, -0.75569], [0.79699, -0.18694, 0.58271], [2.75132, 1.04345, 0.05899], [1.93899, 1.71338, 1.41044], [-1.10658, -1.36297, -1.59567], [0.01464, -2.28135, -0.47516], [-1.20202, -1.29837, 1.52412], [-2.31300, -0.38744, 0.38912], [-1.27307, 1.18270, -1.35520]],
  "forces_ev_per_a": [[-0.060, 0.212, -0.138], [0.157, 0.148, 0.024], [0.020, -0.114, -0.134], [-0.133, 0.014, 0.123], [0.256, 0.251, 0.026], [-0.449, -0.490, -0.024], [-0.161, 0.022, -0.112], [0.014, -0.043, 0.189], [0.134, -0.143, -0.011], [0.087, 0.013, 0.184], [-0.136, 0.145, -0.019], [-0.028, 0.064, -0.186], [0.189, -0.071, 0.004], [0.110, -0.008, 0.074]]
}